[1]
C4H5NO in the gas phase at a distorted geometry. Source: OMol25; level of theory: ωB97M-V with the def2-TZVPD basis set.

Geometry (Å):
O -0.588026 -0.715384 2.267093
C -0.919262 -1.441509 1.360052
N -0.589240 -1.276477 -0.001115
C -0.189406 -0.126456 -0.360813
C 0.598501 0.464655 -1.409942
C 0.411992 1.141384 0.014834
H -1.485889 -2.372730 1.525409
H 0.024110 1.039874 -2.137270
H 1.523009 0.035395 -1.766724
H 0.103463 2.101794 -0.343368
H 1.110748 1.149454 0.851844

Cartesian forces, eV/Å:
O -0.1 -0.3 -0.3
C 0.0 0.2 0.4
N 0.1 0.3 0.0
C 0.1 -0.2 -0.2
C 0.2 -0.2 -0.3
C 0.4 0.1 -0.3
H 0.0 0.2 0.1
H 0.4 0.0 0.1
H -0.1 -0.3 0.0
H -1.0 0.4 0.9
H 0.0 -0.1 -0.4

Output
- HOMO energy (eV) = -9.7
- structure (SMILES) = O=CN=C1CC1
- ΔE to the lowest compared entry with this formula, charge and spin (eV) = 2.543
- molecular weight (u) = 83.09
- frontier orbital gap (eV) = 9.839

***

[2]
C4H5NO in the gas phase at a distorted geometry. Source: OMol25; level of theory: ωB97M-V with the def2-TZVPD basis set.

Geometry (Å):
H 2.730765 -0.689896 0.062974
N 2.236980 0.137083 -0.267053
C 0.988819 -0.029084 -0.180166
C -0.011944 0.977934 -0.548923
C -1.265449 0.594351 -0.200583
C -1.107652 -0.816487 0.293559
O 0.317850 -1.095183 0.328384
H 0.239436 1.970978 -0.903991
H -1.035943 1.464174 0.505714
H -1.566097 -1.551794 -0.381226
H -1.526762 -0.962077 1.291306

Cartesian forces, eV/Å:
H 0.1 0.0 0.2
N -0.1 -0.3 -0.1
C 0.3 -0.2 -0.6
C 0.5 -0.3 -0.7
C 1.0 0.2 0.7
C -0.2 0.0 0.2
O 0.2 -0.1 -0.2
H 0.2 -0.1 0.3
H -2.2 0.4 0.1
H 0.0 0.3 0.1
H 0.2 0.0 0.0

Output
- HOMO energy (eV) = -9.5
- structure (SMILES) = [H]/N=C1/C=CCO1
- ΔE to the lowest compared entry with this formula, charge and spin (eV) = 3.266
- molecular weight (u) = 83.09
- frontier orbital gap (eV) = 9.477

***

[3]
C4H5NO in the gas phase at a distorted geometry. Source: OMol25; level of theory: ωB97M-V with the def2-TZVPD basis set.

Geometry (Å):
C -1.757691 -0.036699 0.101593
C -0.272416 -0.422599 0.215815
N 0.169885 -1.566638 0.518663
O 2.257953 -1.178170 -0.027268
C 2.001801 0.032247 -0.264058
C 0.748935 0.565280 -0.045035
H -2.444887 -0.823200 0.419336
H -1.940987 0.863786 0.695924
H -1.973488 0.215211 -0.946490
H 2.737052 0.691510 -0.759093
H 0.551957 1.602919 0.154707

Cartesian forces, eV/Å:
C 0.1 -0.1 0.2
C 0.8 -0.4 0.4
N 0.3 0.2 -0.9
O -1.6 0.1 0.3
C -0.4 0.1 0.2
C 0.1 0.6 -0.1
H 0.3 0.0 0.0
H 0.1 -0.2 0.0
H 0.3 -0.2 0.3
H 0.1 -0.4 0.3
H -0.1 0.3 -0.5

Output
- HOMO energy (spin up / spin down) (eV) = -8.7 / -8.7
- ΔE to the lowest compared entry with this formula, charge and spin (eV) = 3.840
- molecular weight (u) = 83.09
- frontier orbital gap (spin up / spin down) (eV) = 7.106 / 7.092